No. 1
Entry from the Open Molecules 2025 dataset: C28H33IrN8O4S as an isolated structure (the ωB97M-V functional and the def2-TZVPD basis).

Its HOMO energy is -13.69 eV. As for the energy: -2327.87682 a.u. The net charge is +2. As for the maximum force: 1.029 eV Å⁻¹. The relative energy (zero: lowest compared OMol25 entry of this formula, charge and spin) comes out at 40.96 kcal per mole. The HOMO-LUMO gap is 7.3630 eV.

Geometry as XYZ:
```
75
Properties=species:S:1:pos:R:3:forces:R:3:mulliken_charge:R:1
Ir -0.24229 -0.06390 0.31020 -0.2 0.3 0.0 2.14
C 1.28383 1.45154 -3.66327 -0.1 0.1 -0.1 -1.43
O 1.52090 0.53929 -2.59167 0.0 0.0 0.0 0.23
C 2.77548 0.45802 -2.08670 -0.1 0.0 0.1 0.62
C 3.89460 0.94558 -2.75076 0.0 0.0 0.0 -0.85
C 5.15400 0.76791 -2.20656 0.0 0.0 -0.1 -0.82
C 5.31399 0.10343 -0.99857 0.0 -0.1 0.1 -0.89
C 4.20699 -0.35885 -0.31903 0.0 0.0 -0.1 -0.65
C 2.92359 -0.17346 -0.84336 0.0 -0.3 -0.1 0.41
N 1.77513 -0.56995 -0.06686 0.1 0.7 0.1 1.19
N 2.04443 -1.04918 1.04430 0.5 -0.4 0.2 -1.33
C 0.87850 -1.17216 1.86633 0.1 0.5 0.0 1.18
C -0.22296 -2.00293 1.48249 -0.1 -0.7 -0.8 0.38
O -0.51080 -2.08170 0.19785 0.3 -0.8 0.5 -0.87
C -1.04174 -2.60950 2.46699 -0.3 0.0 0.4 -0.92
C -0.81189 -2.36311 3.78202 0.0 -0.1 -0.3 -0.98
C 0.24319 -1.49884 4.22518 0.2 0.1 0.0 1.07
C 0.45183 -1.25264 5.59466 -0.1 0.0 -0.1 -0.87
C 1.49381 -0.45835 6.00698 0.1 0.1 0.0 -0.69
C 2.35519 0.11049 5.05979 0.0 0.0 0.2 -0.71
C 2.16695 -0.10867 3.71442 -0.1 -0.1 -0.1 -1.27
C 1.10838 -0.91644 3.27476 0.1 0.0 0.5 0.55
H 1.59286 2.45873 -3.38056 0.0 0.0 0.0 0.45
H 0.21075 1.43134 -3.83388 0.0 0.0 0.0 0.33
H 1.80627 1.14763 -4.57168 0.0 0.0 0.0 0.46
H 3.78716 1.45777 -3.69520 0.0 0.0 0.0 0.50
H 6.01714 1.14910 -2.73533 0.0 0.0 0.0 0.46
H 6.29968 -0.04335 -0.58085 0.0 0.0 0.0 0.44
H 4.32349 -0.85790 0.63066 0.0 0.0 0.0 0.51
H -1.85362 -3.23685 2.12517 0.0 0.0 0.0 0.55
H -1.44249 -2.82507 4.53246 0.0 0.0 0.0 0.45
H -0.21450 -1.70577 6.31796 0.0 0.0 0.0 0.48
H 1.65472 -0.27491 7.06032 0.0 0.0 0.0 0.45
H 3.17555 0.73349 5.39017 0.0 0.0 0.0 0.45
H 2.83149 0.34991 2.99432 0.0 0.0 0.0 0.47
C -2.81441 3.55807 -1.40496 0.0 0.0 0.0 -1.24
N -1.71490 2.76164 -0.87782 0.0 0.2 0.2 0.41
C -0.85629 3.18983 0.02574 -0.1 0.0 -0.2 0.90
N -0.90199 4.45281 0.44742 0.0 0.0 0.0 -0.40
S 0.37325 2.18457 0.70073 0.0 -0.3 0.1 -0.64
H -3.47086 2.89937 -1.96636 0.0 0.0 0.0 0.36
H -2.45747 4.34354 -2.07381 0.0 0.0 0.0 0.40
H -3.39221 4.00358 -0.59394 0.0 0.0 0.0 0.46
H -1.58422 1.81440 -1.22630 0.0 -0.1 -0.1 -0.07
H -1.49131 5.14235 0.01066 0.0 0.0 0.0 0.21
H -0.26888 4.75823 1.16723 0.0 0.0 0.0 0.23
N -3.07986 0.70061 4.66619 0.0 0.0 0.1 -0.35
C -3.15325 0.49817 3.33764 0.0 0.0 -0.3 0.09
C -1.99790 0.39496 2.54132 -0.1 0.2 0.0 -0.42
N -2.08766 0.18575 1.22771 0.3 0.2 0.3 0.81
C -3.30198 0.08009 0.67532 -0.1 0.0 -0.2 -0.22
C -4.42406 0.18506 1.48430 0.0 0.0 -0.1 -0.79
N -4.36607 0.38853 2.78735 0.1 0.0 0.1 -0.61
H -2.20630 0.83048 5.14173 0.0 0.0 0.0 0.19
H -3.93702 0.78369 5.18616 0.0 0.0 0.0 0.27
H -1.00752 0.48621 2.97014 -0.1 0.1 0.0 0.62
H -3.38062 -0.07967 -0.38771 0.0 0.0 0.0 0.30
H -5.40964 0.09600 1.04387 0.0 0.0 0.0 0.45
O -2.93548 -0.38938 -2.46904 -0.2 0.0 0.0 -0.67
C -1.78047 -0.64855 -2.24566 0.3 0.5 0.1 -0.22
O -0.94179 0.17050 -1.62649 -0.6 0.1 -0.7 -0.87
C -1.20551 -1.95918 -2.78783 -0.1 0.0 0.0 0.59
N 0.27693 -2.02523 -2.53901 0.0 0.0 0.0 0.69
C 0.94560 -2.46884 -3.80601 0.0 -0.1 0.0 -0.56
C 0.04511 -1.86663 -4.87102 0.0 0.0 0.0 -0.33
C -1.35451 -2.12740 -4.31235 -0.1 0.0 0.0 -1.09
H -1.69492 -2.75859 -2.23607 0.1 -0.1 0.0 0.62
H 0.48314 -2.59950 -1.72233 0.0 0.0 0.0 0.54
H 0.58160 -1.05910 -2.32794 0.0 0.0 0.0 -1.20
H 0.92569 -3.55742 -3.83363 0.0 0.0 0.0 0.45
H 1.97697 -2.12266 -3.80464 0.0 0.0 0.0 0.28
H 0.20352 -2.32710 -5.84302 0.0 0.0 0.0 0.53
H 0.23859 -0.79714 -4.97022 0.0 0.0 0.0 0.01
H -1.66569 -3.14601 -4.54013 0.0 0.0 0.0 0.38
H -2.11724 -1.45675 -4.69998 0.0 0.0 0.0 0.42
```
Positions in Å, forces in eV/Å.

***

No. 2
Entry from the Open Molecules 2025 dataset: one molecule with the formula C28H33N3O2 (the ωB97M-V functional and the def2-TZVPD basis).

Its HOMO energy is -8.47 eV. As for the energy: -1401.54560 a.u. As for the maximum force: 0.755 eV Å⁻¹. The relative energy (zero: lowest compared OMol25 entry of this formula, charge and spin) comes out at 1.38 kcal per mole. The HOMO-LUMO gap is 9.2503 eV. As for the structure (SMILES): C[C@H](Cc1ccccn1)NC(=O)c1ccc(OC2CCN(CCc3ccccc3)CC2)cc1.

Geometry as XYZ:
```
66
Properties=species:S:1:pos:R:3:forces:R:3:mulliken_charge:R:1
C -4.97138 1.36919 2.81965 0.1 0.2 -0.2 -1.59
H -5.84911 1.84329 3.24910 -0.1 0.0 0.1 0.41
H -5.07560 0.29217 2.93647 0.0 -0.1 0.1 0.35
H -4.08991 1.69883 3.36435 0.1 0.0 0.1 0.44
C -4.85285 1.73297 1.34541 -0.2 0.0 0.0 -0.01
N -3.68085 1.11227 0.76963 -0.1 -0.2 0.1 -0.17
C -2.80364 1.78530 -0.01372 0.0 -0.2 0.1 0.34
O -2.91830 2.97426 -0.25009 0.1 0.3 -0.1 -0.69
C -1.67358 0.97082 -0.53979 0.3 0.1 -0.2 0.56
C -1.77349 -0.38986 -0.82498 0.1 0.2 0.0 -0.59
C -0.69122 -1.07751 -1.32604 0.2 -0.1 -0.1 -0.84
C 0.52938 -0.43278 -1.55273 -0.4 0.0 0.1 0.72
C 0.62766 0.93026 -1.28198 0.3 -0.1 -0.1 0.02
C -0.46817 1.61488 -0.79371 -0.3 0.0 0.1 -1.11
H -0.40195 2.67397 -0.59505 0.0 0.1 0.0 0.44
H 1.54565 1.46955 -1.45404 0.1 0.0 0.0 0.35
O 1.51166 -1.22001 -2.04941 -0.2 -0.2 0.0 -0.35
C 2.81121 -0.69482 -2.28021 0.6 0.4 -0.2 -0.11
C 3.60313 -0.55004 -0.97676 -0.4 -0.2 0.0 -0.68
C 3.85704 -1.92118 -0.35799 0.0 0.3 0.1 -0.95
N 4.58832 -2.75541 -1.28975 -0.1 -0.1 0.0 0.48
C 3.79480 -3.00054 -2.47637 0.0 0.1 -0.2 -0.96
C 3.53327 -1.68124 -3.19873 -0.4 -0.1 0.2 -1.14
H 2.92660 -1.86268 -4.08658 0.0 0.1 -0.1 0.43
H 4.48314 -1.23995 -3.50056 0.0 0.0 0.0 0.41
H 2.82649 -3.47313 -2.23420 0.1 -0.1 0.0 0.41
H 4.35107 -3.66708 -3.13957 -0.1 0.0 0.0 0.53
C 5.16157 -3.94422 -0.68314 0.3 0.0 -0.1 -1.04
H 4.97436 -4.81649 -1.31641 -0.1 0.0 0.0 0.53
C 6.68486 -3.77971 -0.51763 -0.3 -0.1 0.1 -1.27
C 7.00179 -2.60698 0.36067 0.2 -0.1 -0.1 0.28
C 7.20977 -1.34975 -0.19252 0.0 0.0 0.0 -0.07
C 7.44338 -0.25287 0.61719 0.0 0.1 0.0 -0.60
C 7.47564 -0.39910 1.99373 0.0 0.1 0.1 -0.44
C 7.27481 -1.64872 2.55479 0.0 0.0 0.1 -0.59
C 7.03825 -2.74382 1.74279 0.0 0.0 0.0 -0.13
H 6.88011 -3.71737 2.18622 0.0 -0.1 0.0 0.39
H 7.30196 -1.77010 3.62821 0.0 0.0 0.1 0.39
H 7.65883 0.45651 2.62710 0.0 0.1 0.0 0.39
H 7.60227 0.72034 0.17492 0.0 0.1 0.0 0.41
H 7.17976 -1.23552 -1.26581 0.0 0.0 -0.1 0.33
H 7.12251 -3.63083 -1.50525 0.0 -0.1 0.0 0.30
H 7.08964 -4.69774 -0.08711 0.1 0.0 0.0 0.51
H 4.71089 -4.14461 0.29750 0.0 0.0 -0.1 0.40
H 2.88778 -2.37796 -0.08297 0.1 0.0 0.1 0.40
H 4.45269 -1.80062 0.54857 -0.1 0.0 0.0 0.41
H 3.05742 0.07092 -0.26477 0.0 0.1 0.0 0.49
H 4.55874 -0.07454 -1.19793 0.0 0.1 0.0 0.35
H 2.72971 0.27661 -2.78935 0.0 -0.1 0.1 0.37
H -0.76165 -2.12820 -1.56134 0.0 -0.1 0.0 0.42
H -2.70783 -0.91619 -0.69008 -0.1 0.0 0.0 0.39
H -3.53738 0.13345 0.95660 0.1 0.1 0.0 0.33
H -4.70412 2.81244 1.23109 0.0 -0.2 0.0 0.42
C -6.11402 1.31476 0.56264 0.2 0.3 0.0 -0.85
C -7.29910 2.13383 0.97688 0.1 0.1 -0.2 0.59
N -8.19274 1.54340 1.75910 0.1 -0.4 0.1 -0.46
C -9.24122 2.23929 2.16348 -0.3 0.2 0.1 -0.28
C -9.45962 3.56240 1.81669 0.0 0.0 0.0 -0.38
C -8.52582 4.18421 1.00060 0.0 -0.1 0.0 -0.55
C -7.42757 3.46093 0.57227 -0.1 0.0 0.1 -0.44
H -6.67962 3.90674 -0.06544 0.1 0.0 -0.1 0.44
H -8.65476 5.21517 0.70329 0.0 0.1 0.0 0.40
H -10.33141 4.08956 2.17173 -0.1 0.0 0.0 0.37
H -9.93661 1.70356 2.79731 -0.1 0.0 0.1 0.39
H -5.92088 1.46118 -0.50206 0.0 0.0 0.0 0.40
H -6.32861 0.26174 0.75014 0.0 0.0 0.0 0.32
```
Positions in Å, forces in eV/Å.

***

No. 3
Entry from the Open Molecules 2025 dataset: one molecule with the formula C28H33N3O3 (the ωB97M-V functional and the def2-TZVPD basis).

Its HOMO energy is -8.15 eV. As for the energy: -1476.80304 a.u. As for the maximum force: 0.771 eV Å⁻¹. The relative energy (zero: lowest compared OMol25 entry of this formula, charge and spin) comes out at 1.79 kcal per mole. The HOMO-LUMO gap is 8.5600 eV. As for the structure (SMILES): Cc1ccc(C2CC(=O)C(=CNCCN3CCN(C(=O)Cc4ccccc4)CC3)C(=O)C2)cc1.

Geometry as XYZ:
```
67
Properties=species:S:1:pos:R:3:forces:R:3:mulliken_charge:R:1
C 0.44276 3.52601 -2.75209 -0.1 0.0 0.0 -1.69
C -0.62497 2.94359 -1.87486 0.0 0.0 0.0 0.94
C -1.18604 1.70686 -2.16087 0.1 0.1 0.0 -0.91
C -2.19707 1.17964 -1.37692 -0.1 0.0 0.0 0.12
C -2.67281 1.87070 -0.27124 -0.1 0.1 0.0 0.04
C -2.10594 3.10796 0.01680 0.0 0.0 0.0 -0.69
C -1.10326 3.63899 -0.77129 0.0 0.0 0.0 -0.60
H -0.68897 4.60767 -0.52854 0.1 0.1 0.0 0.33
H -2.46531 3.67125 0.86731 -0.1 0.1 0.1 0.42
C -3.75753 1.34283 0.63946 -0.1 -0.1 0.2 -0.05
C -4.75075 0.40298 -0.03806 -0.1 0.2 -0.1 -1.24
C -4.19814 -0.96627 -0.37609 0.0 -0.1 0.1 0.27
O -4.71227 -1.64487 -1.24917 -0.1 0.0 -0.1 -0.69
C -3.03808 -1.42575 0.38202 0.1 -0.2 0.0 -0.16
C -2.46424 -0.67200 1.47317 -0.2 0.1 -0.1 1.31
O -1.47705 -1.05518 2.09828 0.1 0.0 0.2 -0.81
H -0.97291 -2.62338 1.27268 -0.1 -0.1 -0.1 0.35
C -3.14236 0.62464 1.84588 0.0 0.2 0.1 -1.18
H -3.93273 0.37988 2.56308 0.0 0.0 0.0 0.50
H -2.41383 1.25691 2.35721 0.0 -0.1 0.0 0.29
C -2.42837 -2.58639 -0.06610 -0.1 -0.1 0.1 -0.42
N -1.37212 -3.14612 0.48556 0.0 0.4 0.3 -0.04
C -0.54700 -4.12034 -0.16954 0.4 -0.2 -0.6 -1.29
H -1.16191 -4.73702 -0.83039 0.0 0.0 0.1 0.46
C 0.56268 -3.42169 -0.99053 -0.3 -0.3 0.4 -0.39
N 1.36245 -2.59995 -0.10652 -0.1 -0.1 0.1 0.29
C 1.07970 -1.17779 -0.14113 0.0 0.4 -0.2 0.64
H 1.40548 -0.75006 0.81079 -0.1 0.1 0.0 -0.24
C 1.80817 -0.45794 -1.28937 -0.4 0.0 0.3 -0.22
N 3.22557 -0.72015 -1.20812 -0.1 -0.3 -0.2 0.18
C 4.19362 0.12500 -0.78013 0.0 0.4 -0.3 0.86
O 5.34839 -0.24049 -0.65792 0.4 0.0 0.2 -0.69
C 3.77324 1.55186 -0.44776 0.2 -0.1 0.0 -1.07
C 2.93432 1.55799 0.80317 -0.1 0.1 0.1 0.05
C 1.70232 2.19561 0.84820 0.1 0.0 0.0 0.05
C 0.92453 2.14735 1.99168 -0.1 0.0 0.0 -0.27
C 1.37040 1.46244 3.10755 0.0 0.0 0.1 -0.64
C 2.60706 0.83850 3.07853 0.0 0.0 0.1 -0.80
C 3.38438 0.88708 1.93568 0.0 0.0 -0.1 -0.21
H 4.34725 0.39718 1.91076 0.1 -0.1 0.0 0.49
H 2.96466 0.30762 3.94854 0.0 0.0 0.1 0.40
H 0.75927 1.41265 3.99576 -0.1 0.0 0.1 0.38
H -0.03428 2.64401 2.00041 -0.1 0.0 0.0 0.42
H 1.33950 2.73239 -0.01597 0.0 0.0 -0.1 0.43
H 4.69674 2.11086 -0.27785 -0.1 -0.1 -0.1 0.38
H 3.24076 2.01174 -1.28137 0.0 0.0 0.0 0.31
C 3.51111 -2.14071 -1.27366 0.2 -0.3 0.3 -0.93
C 2.79090 -2.84023 -0.10991 0.2 0.0 -0.2 -1.13
H 3.19036 -2.44478 0.82938 0.1 -0.1 0.0 0.43
H 2.97612 -3.91493 -0.13803 0.0 0.0 0.0 0.52
H 3.16069 -2.53250 -2.23506 0.0 0.0 0.0 0.34
H 4.59065 -2.27343 -1.19774 -0.1 0.0 -0.1 0.48
H 1.45129 -0.84768 -2.25204 0.0 0.1 0.0 0.31
H 1.59246 0.60536 -1.24750 0.0 0.0 -0.1 -0.27
H 0.00742 -1.00988 -0.23461 0.0 0.0 0.1 -0.55
H 0.08616 -2.83143 -1.78332 0.0 0.0 -0.1 0.25
H 1.17581 -4.19278 -1.46279 0.0 0.0 -0.1 0.52
H -0.08313 -4.74976 0.59189 0.0 0.0 -0.1 0.36
H -2.86003 -3.07057 -0.93781 0.1 0.0 0.0 0.53
H -5.59782 0.23566 0.63545 0.0 0.0 0.0 0.49
H -5.15151 0.84460 -0.95309 0.0 -0.1 0.0 0.31
H -4.31414 2.21078 1.01474 0.1 -0.1 0.0 0.64
H -2.62229 0.22666 -1.65005 0.0 0.0 -0.1 0.59
H -0.83571 1.15041 -3.01912 0.0 -0.1 -0.1 0.40
H 1.06021 2.74315 -3.18898 0.1 0.0 0.0 0.30
H 1.07784 4.21267 -2.19568 0.1 0.0 0.0 0.37
H -0.01428 4.08402 -3.57006 0.1 0.1 -0.1 0.42
```
Positions in Å, forces in eV/Å.

***

Question: Which of these has the highest energy?
Answer: C28H33N3O2

***

Question: The highest relative energy (zero: lowest compared OMol25 entry of this formula, charge and spin) belongs to which entry?
Answer: C28H33IrN8O4S

***

Question: Among the records above, which one has the lowest relative energy (zero: lowest compared OMol25 entry of this formula, charge and spin)?
Answer: C28H33N3O2